Entry 1:
Density functional theory data (ωB97M-V/def2-TZVPD) for an isolated ion of composition C3H6N3 and charge +1 in a non-equilibrium geometry.

Structure (XYZ):
```
12
C3H6N3 | the Open Molecules 2025 dataset | ωB97M-V/def2-TZVPD
C 0.97 -1.10 -0.14
C 0.96 1.27 0.40
C -1.43 -0.28 -0.11
N 1.55 0.18 0.02
N -0.50 -0.98 -0.26
N -2.50 0.43 -0.03
H 1.08 -1.84 0.76
H 1.38 -1.65 -1.00
H 1.49 2.12 0.80
H 2.47 0.10 -0.27
H -2.81 0.89 0.84
H -2.68 0.86 -1.01
```

Results
HOMO-LUMO gap = 8.92 eV
charge = +1
ΔE to the lowest compared entry with this formula, charge and spin = 355.0 kJ/mol

Results of the natural (NBO) charge analysis, in e, for atoms 1 through 5: number 1, C, carries -0.05; number 2, C, carries -0.12; number 3, C, carries 0.76; number 4, N, carries -0.55; number 5, N, carries -0.29

***

Entry 2:
Density functional theory data (ωB97M-V/def2-TZVPD) for C32H46CaGeNO7PTe as an isolated structure in a non-equilibrium geometry.

Structure (XYZ):
```
90
C32H46CaGeNO7PTe | the Open Molecules 2025 dataset | ωB97M-V/def2-TZVPD
Ca -0.15 -0.47 0.56
N -2.11 3.36 4.04
C -1.73 2.54 2.97
O -2.48 2.45 2.02
C -0.42 1.82 3.18
C -0.50 0.32 2.83
H -2.85 4.01 3.85
H -1.39 3.66 4.67
H -0.14 2.01 4.23
H 0.32 2.31 2.56
H -1.38 -0.08 3.36
H 0.37 -0.15 3.32
C 0.91 -4.77 -3.29
Te 0.46 -2.73 -2.50
C -1.22 -3.57 -1.49
H 0.00 -5.25 -3.66
H 1.37 -5.44 -2.56
H 1.60 -4.66 -4.13
H -0.88 -4.20 -0.67
H -1.81 -4.15 -2.19
H -1.80 -2.74 -1.09
O -0.11 -0.44 -1.59
O -1.51 -0.10 -1.81
C -1.97 0.61 -0.74
Ge -1.72 2.67 -1.40
C -2.99 4.07 -2.24
C -2.46 5.13 -2.99
C -3.27 6.11 -3.54
C -4.65 6.05 -3.37
C -5.20 5.01 -2.64
C -4.38 4.04 -2.09
C -0.55 4.02 -0.47
C -1.06 5.23 0.00
C -0.29 6.12 0.72
C 1.04 5.84 0.99
C 1.58 4.64 0.53
C 0.79 3.74 -0.17
C -0.76 2.34 -3.15
C 0.62 2.26 -3.31
C 1.19 1.87 -4.52
C 0.37 1.55 -5.60
C -1.00 1.63 -5.46
C -1.55 2.01 -4.24
H -3.07 0.53 -0.77
H -1.39 5.18 -3.14
H -2.83 6.92 -4.11
H -5.29 6.82 -3.80
H -6.28 4.96 -2.51
H -4.82 3.23 -1.52
H -2.10 5.46 -0.20
H -0.72 7.05 1.08
H 1.65 6.53 1.55
H 2.62 4.40 0.74
H 1.21 2.79 -0.49
H 1.27 2.50 -2.48
H 2.26 1.80 -4.62
H 0.81 1.24 -6.54
H -1.65 1.37 -6.29
H -2.63 2.05 -4.14
C 1.44 -4.18 5.13
C 0.65 -3.83 3.86
C 0.32 -5.12 3.09
C -0.63 -3.09 4.24
O 1.53 -2.97 3.13
P 1.36 -2.53 1.56
O 2.16 -1.29 1.38
O -0.09 -2.55 1.19
O 2.01 -3.79 0.76
C 3.41 -4.05 0.56
C 4.24 -3.88 1.84
C 3.96 -3.14 -0.53
C 3.47 -5.50 0.10
H 0.87 -4.87 5.76
H 1.66 -3.27 5.68
H 2.39 -4.65 4.85
H -0.31 -5.76 3.71
H 1.24 -5.65 2.84
H -0.20 -4.87 2.17
H -1.30 -3.75 4.80
H -1.12 -2.74 3.34
H -0.39 -2.22 4.85
H 4.14 -2.86 2.22
H 5.30 -4.08 1.63
H 3.90 -4.56 2.62
H 3.89 -2.10 -0.22
H 3.37 -3.25 -1.44
H 5.01 -3.39 -0.74
H 3.08 -6.17 0.87
H 4.50 -5.77 -0.14
H 2.85 -5.61 -0.80
```

Results
HOMO-LUMO gap = 4.89 eV
charge = -2
ΔE to the lowest compared entry with this formula, charge and spin = 335.7 kJ/mol

Results of the Löwdin charge analysis, in e, for atoms 1 through 5: number 1, Ca, carries 1.26; number 2, N, carries 0.12; number 3, C, carries -0.56; number 4, O, carries 0.03; number 5, C, carries -0.28

***

Entry 3:
Density functional theory data (ωB97M-V/def2-TZVPD) for C15H41Mn2NO19S5 as an isolated structure in a non-equilibrium geometry.

Structure (XYZ):
```
83
C15H41Mn2NO19S5 | the Open Molecules 2025 dataset | ωB97M-V/def2-TZVPD
Mn -15.91 -1.35 16.56
Mn -13.24 -2.41 14.37
N -15.84 -0.92 13.41
O -16.37 -1.23 14.48
O -14.81 -1.48 13.14
O -16.37 -0.14 12.71
O -13.95 -1.36 15.97
H -13.37 -0.60 16.12
O -20.45 -0.47 9.25
S -20.35 -0.56 10.73
O -20.03 0.53 11.66
O -21.76 -1.27 11.29
C -22.29 -2.39 10.61
C -23.80 -2.31 10.48
C -19.09 -1.86 11.12
H -22.01 -3.32 11.11
H -21.82 -2.53 9.63
H -24.06 -1.38 9.98
H -24.17 -2.24 11.51
H -24.24 -3.21 10.06
H -18.16 -1.73 10.56
H -19.48 -2.88 11.03
H -18.88 -1.67 12.17
O -18.08 4.45 8.45
S -18.43 3.81 9.69
O -18.26 4.54 10.98
O -20.04 3.36 9.65
C -20.51 2.93 8.44
C -22.01 2.74 8.69
C -17.57 2.16 9.77
H -19.99 2.02 8.15
H -20.26 3.69 7.70
H -22.22 2.01 9.46
H -22.43 2.26 7.80
H -22.62 3.60 8.94
H -17.72 1.60 10.69
H -16.51 2.43 9.70
H -17.96 1.63 8.90
O -17.90 -1.51 17.07
S -19.31 -1.65 17.49
O -20.00 -0.57 18.15
O -20.21 -2.17 16.23
C -19.70 -3.11 15.33
C -20.77 -3.43 14.32
C -19.51 -3.08 18.50
H -19.47 -4.06 15.81
H -18.81 -2.78 14.79
H -20.49 -4.13 13.53
H -21.08 -2.55 13.75
H -21.64 -3.82 14.83
H -19.03 -2.89 19.46
H -19.02 -3.95 18.06
H -20.57 -3.30 18.62
O -19.24 3.82 15.65
S -19.21 2.43 15.16
O -18.66 1.37 16.00
O -20.80 1.96 14.81
C -21.14 0.57 14.77
C -22.43 0.45 14.02
C -18.49 2.30 13.52
H -21.19 0.16 15.77
H -20.31 -0.03 14.37
H -22.34 0.78 12.99
H -23.29 0.96 14.47
H -22.73 -0.60 14.04
H -18.41 1.23 13.35
H -17.52 2.81 13.54
H -19.08 2.89 12.81
O -11.53 -1.43 8.81
S -12.97 -1.58 8.62
O -13.65 -0.67 7.66
O -13.48 -3.15 8.33
C -12.54 -4.20 8.49
C -13.30 -5.38 7.88
C -13.86 -1.43 10.27
H -12.21 -4.46 9.50
H -11.67 -4.07 7.86
H -14.31 -5.63 8.21
H -12.74 -6.31 7.75
H -13.47 -5.05 6.85
H -14.74 -2.05 10.15
H -14.21 -0.42 10.47
H -13.23 -1.87 11.04
```

Results
multiplicity = 11
HOMO-LUMO gap (spin up / spin down) = 3.92 / 3.76 eV
charge = +2
ΔE to the lowest compared entry with this formula, charge and spin = 925.8 kJ/mol

Results of the Löwdin charge analysis, in e, for atoms 1 through 5: number 1, Mn, carries 1.25; number 2, Mn, carries 1.43; number 3, N, carries -0.57; number 4, O, carries -0.09; number 5, O, carries -0.08

***

Entry 4:
Density functional theory data (ωB97M-V/def2-TZVPD) for an isolated ion of composition ClH2O3SSi and charge -1 in a non-equilibrium geometry.

Structure (XYZ):
```
8
ClH2O3SSi | the Open Molecules 2025 dataset | ωB97M-V/def2-TZVPD
O -2.15 1.71 -1.25
O -2.83 -0.28 -0.07
O -2.46 1.82 1.20
Si 0.06 0.50 0.05
S -2.11 1.00 0.01
Cl 1.19 2.19 -0.12
H 1.03 -0.17 0.86
H -0.23 0.07 -1.32
```

Results
multiplicity = 3
HOMO-LUMO gap (spin up / spin down) = 4.33 / 6.77 eV
charge = -1

Results of the natural (NBO) charge analysis, in e, for atoms 1 through 5: number 1, O, carries -0.93; number 2, O, carries -0.92; number 3, O, carries -0.87; number 4, Si, carries 0.57; number 5, S, carries 1.98

***

Entry 5:
Density functional theory data (ωB97M-V/def2-TZVPD) for a 8-piece molecular cluster, C28H75N3O13 overall in a non-equilibrium geometry.

Structure (XYZ):
```
119
C28H75N3O13 | the Open Molecules 2025 dataset | ωB97M-V/def2-TZVPD
C -3.28 -11.59 -4.38
O -2.67 -10.30 -4.24
C -3.35 -9.50 -3.30
C -2.47 -8.21 -2.96
N -3.08 -7.52 -1.86
C -2.25 -6.32 -1.61
C -2.99 -5.40 -0.61
O -2.56 -4.38 -0.03
C -3.57 -3.72 0.79
H -3.53 -12.01 -3.41
H -2.61 -12.08 -5.06
H -4.23 -11.57 -4.99
H -3.64 -10.07 -2.45
H -4.26 -9.13 -3.72
H -2.55 -7.64 -3.85
H -1.41 -8.43 -2.67
H -3.10 -8.07 -0.97
H -2.18 -5.71 -2.57
H -1.24 -6.43 -1.26
H -3.30 -6.12 0.16
H -3.89 -5.16 -1.19
H -4.38 -3.41 0.06
H -3.22 -2.72 1.27
H -4.07 -4.35 1.55
C 4.66 -3.76 -1.44
O 3.90 -2.54 -1.35
C 2.96 -2.56 -2.46
C 1.84 -1.58 -1.85
N 0.56 -1.72 -2.54
C -0.52 -1.07 -1.89
C -1.85 -1.75 -1.79
O -2.70 -1.21 -1.17
C -4.04 -1.47 -1.42
H 5.48 -3.68 -0.80
H 4.81 -4.01 -2.47
H 4.20 -4.56 -0.92
H 2.57 -3.57 -2.66
H 3.40 -2.19 -3.41
H 2.18 -0.62 -2.02
H 1.78 -1.60 -0.84
H 0.58 -1.35 -3.50
H -0.57 -0.05 -2.34
H -0.18 -0.85 -0.85
H -1.73 -2.81 -1.59
H -2.24 -1.84 -2.80
H -4.13 -2.52 -1.79
H -4.33 -0.78 -2.15
H -4.56 -1.28 -0.47
C -0.96 6.08 2.41
O 0.01 5.14 2.32
C 1.30 5.73 1.82
C 1.55 5.29 0.36
N 2.92 5.06 -0.11
C 3.79 6.20 0.11
C 5.25 5.97 -0.15
O 6.15 6.65 0.40
C 7.44 6.29 0.03
H -0.64 6.87 3.00
H -1.96 5.69 2.77
H -1.04 6.48 1.30
H 2.04 5.09 2.32
H 1.62 6.64 2.22
H 1.12 6.13 -0.24
H 0.91 4.48 0.15
H 2.98 4.90 -1.14
H 3.75 6.59 1.09
H 3.42 6.98 -0.53
H 5.42 5.79 -1.25
H 5.48 4.95 0.20
H 7.81 6.35 -0.97
H 7.73 5.33 0.42
H 8.03 6.87 0.66
O 0.48 -0.04 2.25
C 0.19 -1.13 3.04
C 1.41 -1.99 2.92
O 2.27 -1.45 3.86
H -0.30 0.34 1.77
H 0.08 -0.87 4.17
H -0.68 -1.73 2.77
H 1.79 -2.00 1.90
H 1.25 -2.97 3.20
H 2.66 -2.20 4.31
O 0.57 2.78 3.64
C -0.13 2.23 4.76
C 0.78 2.27 5.87
O 1.72 1.23 5.72
H 0.20 3.61 3.40
H -1.07 2.78 4.92
H -0.43 1.24 4.58
H 0.18 2.09 6.75
H 1.27 3.18 5.96
H 1.54 0.70 6.48
C 0.99 1.91 -1.16
C 1.97 1.45 -0.21
O 1.92 2.30 0.97
H 1.00 2.93 -1.38
H 0.01 1.58 -0.80
H 1.11 1.58 -2.18
H 3.01 1.62 -0.60
H 1.85 0.40 0.00
H 1.95 3.18 0.65
C -2.20 6.19 -1.49
C -2.24 4.85 -1.97
O -1.38 4.06 -1.25
H -2.63 7.06 -2.10
H -1.23 6.60 -1.27
H -2.80 6.18 -0.60
H -1.94 4.82 -3.07
H -3.26 4.48 -1.94
H -1.28 3.17 -1.58
C -2.07 2.40 1.98
C -2.62 1.49 0.96
O -1.84 0.34 0.96
H -2.13 1.97 3.02
H -2.67 3.31 1.99
H -1.07 2.81 1.64
H -2.52 2.01 -0.01
H -3.63 1.23 1.21
H -2.41 -0.29 0.58
```

Results
HOMO-LUMO gap = 8.88 eV
charge = 0
ΔE to the lowest compared entry with this formula, charge and spin = 920.0 kJ/mol
structure (SMILES) = COCCNCCOC.COCCNCCOC.COCCNCCOC.OCCO.OCCO.CCO.CCO.CCO

Results of the Löwdin charge analysis, in e, for atoms 1 through 5: number 1, C, carries -0.09; number 2, O, carries -0.19; number 3, C, carries -0.22; number 4, C, carries -0.20; number 5, N, carries -0.08

***

Entry 6:
Density functional theory data (ωB97M-V/def2-TZVPD) for C23H50FeN5O13P4 as an isolated structure in a non-equilibrium geometry.

Structure (XYZ):
```
96
C23H50FeN5O13P4 | the Open Molecules 2025 dataset | ωB97M-V/def2-TZVPD
Fe -0.83 0.76 -0.34
C -5.64 -1.31 3.96
O -4.93 -0.28 4.62
C -3.94 0.34 3.93
C -3.28 1.37 4.63
C -2.28 2.05 4.00
C -1.86 1.75 2.68
C -0.87 2.55 2.01
C -0.30 3.81 2.60
O -0.46 2.28 0.87
C -2.52 0.70 1.98
O -2.26 0.32 0.79
C -3.58 0.02 2.64
H -6.38 -1.66 4.68
H -4.98 -2.14 3.69
H -6.14 -0.94 3.07
H -3.59 1.61 5.63
H -1.79 2.86 4.53
H -0.20 3.79 3.68
H -0.97 4.62 2.31
H 0.67 3.99 2.13
H -4.07 -0.76 2.08
C 4.62 -0.05 -2.06
N 4.00 -0.60 -0.86
C 3.86 0.38 0.21
P 2.86 -1.75 -1.18
O 1.85 -1.54 -2.22
O 2.26 -1.99 0.31
P 0.95 -1.61 1.15
O 0.35 -0.28 0.89
N 1.41 -1.61 2.72
C 2.07 -2.77 3.28
C 1.70 -0.37 3.43
N 0.02 -2.94 0.95
C 0.17 -3.83 -0.19
C -1.36 -2.78 1.40
N 3.75 -3.11 -1.47
C 4.74 -3.58 -0.53
C 3.23 -4.14 -2.35
H 5.60 0.36 -1.79
H 4.01 0.74 -2.51
H 4.77 -0.84 -2.79
H 4.85 0.81 0.40
H 3.53 -0.11 1.13
H 3.17 1.19 -0.02
H 1.75 -3.67 2.76
H 1.80 -2.87 4.33
H 3.16 -2.69 3.21
H 1.25 0.47 2.89
H 2.77 -0.20 3.52
H 1.26 -0.41 4.43
H 1.22 -4.07 -0.34
H -0.22 -3.38 -1.10
H -0.36 -4.75 0.02
H -1.38 -2.17 2.31
H -1.77 -3.76 1.63
H -1.96 -2.28 0.64
H 5.09 -2.74 0.07
H 5.59 -4.00 -1.06
H 4.33 -4.34 0.14
H 2.42 -3.73 -2.95
H 2.85 -5.00 -1.78
H 4.02 -4.50 -3.01
N -0.19 3.18 -3.36
C -0.16 3.89 -2.03
C 0.09 5.37 -2.24
P 1.25 3.02 -1.20
O 2.30 3.13 -2.47
O 1.84 3.77 -0.07
O 0.83 1.58 -1.19
P -1.84 3.53 -1.35
O -2.69 3.99 -2.68
O -2.21 4.38 -0.20
O -1.90 2.02 -1.39
H 0.68 3.36 -3.86
H -1.02 3.47 -3.89
H -0.26 2.17 -3.17
H 1.06 5.55 -2.70
H 0.07 5.85 -1.26
H -0.69 5.82 -2.85
H 3.05 3.67 -2.18
H -3.39 4.59 -2.41
C -1.80 -2.32 -2.90
C -1.97 -0.86 -2.47
C -3.43 -0.63 -2.08
C -1.56 0.02 -3.65
O -1.09 -0.68 -1.37
H -2.43 -2.54 -3.77
H -2.10 -2.99 -2.09
H -0.77 -2.52 -3.17
H -4.07 -0.78 -2.95
H -3.58 0.37 -1.70
H -3.72 -1.34 -1.30
H -2.19 -0.17 -4.52
H -0.52 -0.18 -3.91
H -1.68 1.06 -3.38
```

Results
multiplicity = 2
HOMO-LUMO gap (spin up / spin down) = 8.04 / 8.00 eV
charge = 0

Results of the Löwdin charge analysis, in e, for atoms 1 through 5: number 1, Fe, carries 0.71; number 2, C, carries -0.08; number 3, O, carries -0.07; number 4, C, carries -0.27; number 5, C, carries -0.01

***

E_tot for the records above, in order: -7667.6965 -141291.0418 -173404.1282 -37408.2470 -61324.2999 -130285.0734 eV